{
  "formula": "C32H29N2OPdS",
  "method": "ωB97M-V/def2-TZVPD",
  "elements": ["H", "C", "H", "H", "H", "C", "C", "H", "C", "C", "H", "C", "C", "C", "C", "H", "H", "C", "C", "H", "C", "H", "S", "C", "C", "C", "C", "C", "C", "H", "H", "Pd", "H", "C", "C", "C", "C", "H", "H", "C", "C", "H", "H", "O", "H", "N", "H", "H", "H", "C", "H", "C", "C", "C", "H", "C", "H", "C", "H", "C", "H", "H", "H", "C", "N", "H"],
  "xyz": [[-5.464, -0.410, -4.993], [3.337, 0.953, -0.202], [-7.704, 0.299, -4.233], [-3.528, 1.116, 2.054], [1.212, 5.379, 3.196], [-0.368, -2.386, -3.098], [2.383, -2.580, -3.416], [-0.197, 4.602, -0.774], [2.767, -1.030, -1.487], [0.012, 4.259, 0.232], [-0.496, -3.771, -4.734], [3.886, -1.654, -0.940], [0.470, -1.668, -2.258], [-0.028, 2.509, 1.887], [2.517, 0.294, -1.111], [-3.541, -0.326, -3.429], [-2.019, 1.194, -2.282], [-7.050, 0.791, -2.251], [1.539, -3.299, -4.247], [-3.741, 5.331, -0.534], [-0.371, 1.109, 2.257], [-0.691, 2.264, -0.131], [-3.342, 0.444, -0.686], [-4.525, -0.006, -3.112], [-3.568, 2.024, 0.113], [0.497, 3.394, 2.827], [-3.690, 4.444, 1.423], [-5.980, 0.851, -1.376], [-3.631, 3.197, -0.631], [1.954, -3.928, -5.023], [-8.032, 1.099, -1.918], [-0.195, -0.402, -0.787], [1.279, 0.851, -2.637], [-5.607, -0.056, -3.982], [0.549, 5.133, 1.170], [-0.269, 2.952, 0.588], [4.435, 0.304, 0.335], [0.774, 6.154, 0.893], [1.387, 1.960, -1.402], [0.794, 4.700, 2.465], [-3.575, 2.045, 1.497], [3.117, 1.980, 0.070], [-0.807, -0.286, 3.800], [-0.618, 0.264, 1.405], [5.074, 0.820, 1.038], [1.365, 0.973, -1.633], [0.581, 0.765, 4.132], [-3.645, 3.163, -1.715], [0.685, 3.069, 3.841], [-3.641, 3.269, 2.155], [3.457, -2.643, -3.548], [1.859, -1.761, -2.414], [0.164, -3.206, -4.087], [-6.864, 0.341, -3.554], [-1.045, 1.422, 4.273], [-3.689, 4.410, 0.031], [-3.739, 5.395, 1.936], [4.714, -1.001, -0.042], [5.571, -1.515, 0.372], [-4.724, 0.459, -1.823], [-6.121, 1.211, -0.364], [-3.656, 3.301, 3.236], [4.089, -2.682, -1.212], [-0.425, 0.726, 3.707], [-2.019, 0.466, -1.573], [-1.444, -2.317, -2.984]],
  "nbo_charge": [0.229, -0.237, 0.230, 0.234, 0.231, -0.251, -0.220, 0.221, -0.102, -0.217, 0.219, -0.128, -0.278, -0.119, 0.115, 0.242, 0.374, -0.190, -0.213, 0.230, 0.616, 0.230, 1.128, -0.248, -0.288, -0.174, -0.179, -0.238, -0.155, 0.222, 0.231, 1.003, 0.412, -0.181, -0.171, -0.211, -0.194, 0.229, 0.400, -0.212, -0.209, 0.213, 0.251, -0.633, 0.225, -0.806, 0.252, 0.221, 0.223, -0.195, 0.219, -0.046, -0.200, -0.187, 0.240, -0.212, 0.231, -0.219, 0.226, -0.171, 0.231, 0.228, 0.219, -0.724, -1.176, 0.210],
  "fmax_ha_per_bohr": 0.0027,
  "s_squared": 2.006,
  "energy_ha": -1947.3509,
  "e_homo_ev": [-10.11, -10.61],
  "homo_lumo_gap_ev": [7.2660, 7.0243],
  "e_above_lowest_kcal_mol": 0.0,
  "charge": 1,
  "multiplicity": 3
}